# 1
C37H46F5LaN12O4S3 | wB97M-V/def2-TZVPD

Geometry as XYZ:
```
108
Properties=species:S:1:pos:R:3:forces:R:3
La 0.014907 0.391014 0.459827 -0.44 -0.89 0.86
N 0.480331 7.810259 -2.874916 -0.09 -0.07 0.06
C -0.172339 6.656106 -2.442675 0.09 0.13 -0.07
C 0.051393 6.150888 -1.161502 0.03 0.00 0.07
C -0.627015 5.030587 -0.724188 -0.08 -0.04 -0.09
C -1.541162 4.394951 -1.560031 0.37 0.23 -0.14
C -1.769222 4.891214 -2.838591 -0.07 0.00 0.09
C -1.097834 6.020011 -3.271102 -0.01 -0.05 -0.02
S -2.365803 2.958076 -0.994620 0.10 -0.39 -0.12
O -3.512315 2.750163 -1.831876 -0.08 -0.08 -0.11
O -2.591506 3.151772 0.416965 -0.06 -0.02 0.24
N -1.306335 1.703646 -1.071694 -0.45 1.05 -1.85
C -0.788785 1.330784 -2.308732 -0.49 0.36 0.63
N -1.083509 1.968517 -3.445204 0.07 -0.06 -0.09
C -0.482642 1.522097 -4.539002 -0.02 0.03 0.01
C 0.407718 0.456356 -4.551339 -0.07 0.09 -0.07
C 0.646356 -0.133682 -3.330179 0.04 -0.21 0.16
N 0.052619 0.280083 -2.221281 -0.09 0.19 0.19
H 1.327564 8.043079 -2.383869 0.01 -0.05 0.01
H 0.575314 7.906068 -3.872351 -0.01 -0.01 -0.01
H 0.771751 6.633876 -0.510421 -0.02 -0.01 -0.02
H -0.447297 4.643669 0.270071 -0.01 -0.03 -0.01
H -2.479181 4.387361 -3.480432 0.04 -0.01 0.04
H -1.281637 6.414953 -4.264083 -0.02 -0.01 0.02
H -0.720554 2.046508 -5.459624 -0.02 0.02 0.01
H 0.889935 0.113797 -5.454383 -0.02 0.03 0.00
H 1.333926 -0.966591 -3.222714 -0.01 0.02 0.01
C 7.856947 0.564456 3.702151 -0.04 -0.02 0.01
C 6.437780 0.141394 3.423050 0.06 0.01 0.00
C 6.123157 -1.197104 3.203047 -0.02 -0.05 -0.03
C 4.822671 -1.588318 2.923372 0.09 0.19 0.03
C 3.825617 -0.622150 2.858057 0.38 0.07 0.04
C 4.111390 0.717910 3.080195 0.10 -0.15 -0.04
C 5.416483 1.085179 3.361059 0.01 0.09 0.02
S 2.191027 -1.132725 2.515517 -0.34 -0.05 0.62
O 1.318946 -0.050356 2.980563 0.25 -0.12 -0.03
O 2.046677 -2.420072 3.179262 -0.25 -0.07 -0.06
N 1.942800 -1.188088 0.981706 0.18 -0.86 -0.66
C 1.623008 -2.327994 0.237750 0.17 0.47 0.43
C 2.429541 -3.453582 0.084777 0.05 -0.11 -0.04
C 2.023061 -4.425341 -0.805992 0.01 -0.05 -0.02
C 0.842480 -4.258494 -1.529169 0.02 -0.01 0.01
C 0.092451 -3.124946 -1.292320 -0.15 0.01 0.16
N 0.454746 -2.199546 -0.401378 0.18 0.08 -0.20
H 8.468223 -0.284168 4.008787 -0.01 0.01 -0.01
H 7.899183 1.316893 4.490606 -0.02 -0.01 -0.01
H 8.314159 1.000344 2.810937 -0.03 -0.01 0.00
H 6.907336 -1.944342 3.258994 -0.03 0.02 0.00
H 4.579694 -2.633493 2.779166 -0.02 0.04 0.01
H 3.328826 1.460468 3.014477 -0.01 -0.03 0.01
H 5.646559 2.131267 3.530496 0.00 -0.02 0.00
H 3.355918 -3.533208 0.637052 -0.03 0.01 -0.02
H 2.633345 -5.307904 -0.954581 -0.01 0.01 -0.01
H 0.512030 -4.986825 -2.256738 0.03 -0.01 0.03
H -0.849674 -2.939223 -1.799177 0.03 0.01 -0.02
C -7.720374 -2.638674 0.242139 -0.09 -0.06 -0.09
C -6.581098 -1.848495 0.857441 0.17 0.17 0.01
N -5.504880 -1.557357 -0.092947 0.09 0.02 -0.03
C -4.178857 -1.834699 -0.010736 -0.15 -0.05 0.00
S -3.098549 -0.778523 -0.784132 -0.01 -0.04 0.07
N -3.737169 -2.924413 0.631388 0.12 0.08 0.17
C -4.463700 -4.045285 1.215676 0.12 0.00 -0.19
C -4.429095 -4.056972 2.736934 0.05 0.00 0.10
H -8.511536 -2.807042 0.974855 0.03 0.02 0.00
H -7.383585 -3.607494 -0.130175 0.01 0.01 0.01
H -8.153228 -2.096328 -0.600427 0.03 -0.02 0.03
H -6.166002 -2.350821 1.725529 -0.03 0.01 0.01
H -6.955125 -0.888828 1.220615 -0.04 0.02 0.02
H -5.639087 -0.733198 -0.661832 -0.07 -0.03 0.01
H -2.728293 -2.962716 0.668449 -0.07 -0.02 -0.01
H -3.998397 -4.953443 0.829833 -0.01 -0.07 0.02
H -5.479443 -4.043507 0.831358 0.02 -0.02 0.01
H -3.414916 -4.233499 3.104163 -0.07 0.04 -0.06
H -5.070439 -4.849332 3.127232 0.03 0.00 -0.02
H -4.761234 -3.104164 3.152617 -0.02 -0.02 -0.02
C -4.791198 2.571299 2.774901 -0.03 0.09 -0.09
C -4.461859 1.118854 2.518042 0.10 -0.04 -0.03
N -3.016119 0.932340 2.420451 0.02 0.20 -0.09
C -2.113482 1.876918 2.857668 0.00 -0.12 0.13
N -0.881809 1.797517 2.431203 -0.32 0.05 0.14
C 0.103934 2.750813 2.951453 -0.25 -0.07 -0.08
C -0.267533 3.248052 4.332294 0.16 -0.05 0.16
C -1.672075 3.791621 4.293564 -0.17 -0.05 -0.06
N -2.571373 2.767911 3.778777 -0.06 0.14 -0.06
C -4.002943 2.996524 3.992664 0.22 0.00 0.00
H -5.861233 2.707825 2.938937 0.01 -0.01 0.04
H -4.480735 3.168157 1.916044 -0.04 0.00 -0.01
H -4.894450 0.761924 1.581667 -0.01 0.05 0.01
H -4.861063 0.504226 3.331918 -0.01 -0.06 0.02
H -2.755318 0.556448 1.521494 -0.01 -0.16 -0.07
H 0.203932 3.604417 2.271138 -0.02 -0.01 -0.04
H 1.069295 2.252078 2.988209 0.05 0.00 -0.06
H 0.428850 4.020790 4.662057 0.00 -0.01 0.01
H -0.220044 2.417352 5.042199 0.03 0.02 0.00
H -1.720772 4.683702 3.657433 -0.01 0.03 0.00
H -2.023084 4.073192 5.287864 0.02 -0.02 0.03
H -4.133697 4.059818 4.197071 -0.01 0.03 -0.04
H -4.341638 2.449534 4.879015 -0.01 -0.01 0.05
N -0.784698 -2.266126 2.953378 -0.10 0.06 -0.24
C -1.202583 -1.583357 2.114024 0.01 -0.30 0.52
H -0.059299 -2.686164 3.513805 0.13 -0.05 0.09
F 1.528326 2.785433 -1.112694 -0.05 0.06 -0.03
C 2.000413 1.940582 -0.102670 1.22 0.47 -0.20
F 2.519653 2.821610 0.866182 -0.13 0.01 -0.04
C 3.268193 1.315744 -0.722113 -0.27 -0.04 -0.33
F 4.116492 0.877545 0.209392 0.08 -0.03 0.07
F 2.919934 0.243155 -1.483275 0.00 -0.02 0.05
F 3.959030 2.123065 -1.547495 0.04 0.14 0.15
```
Forces are in eV/Å.

## Properties
* strongest force on any atom: 2.2 eV/A
* highest occupied orbital energy: -7.659 eV
* electronic energy: -112143.78857 eV

Mulliken atomic charge list, values in e, 8 entries:
1 La 2.309
2 N -0.576
3 C 0.969
4 C -0.714
5 C -0.198
6 C -0.643
7 C -0.375
8 C -0.813

# 2
C37H46HgN2OP2Te | wB97M-V/def2-TZVPD

Geometry as XYZ:
```
90
Properties=species:S:1:pos:R:3:forces:R:3
Hg -1.398382 1.493605 -0.515656 0.08 0.15 -0.11
C -4.362158 -0.622077 -0.544406 -0.04 0.00 0.01
P -3.783790 1.073152 -0.840608 0.11 0.10 0.13
C -4.373028 1.455350 -2.515862 -0.04 0.02 -0.01
C -4.795986 2.156125 0.245245 0.02 -0.07 -0.03
C -6.088022 1.743817 0.574177 -0.03 0.01 0.01
C -6.896466 2.520860 1.386890 0.01 0.01 0.01
C -6.419207 3.724567 1.885818 0.01 -0.02 0.00
C -5.140305 4.142318 1.558030 0.02 0.02 -0.01
C -4.311822 3.380184 0.736542 0.01 0.05 -0.03
P -2.597099 3.897175 0.287600 -0.02 -0.13 0.05
C -1.878873 4.379080 1.897960 -0.07 -0.01 0.04
C -2.842151 5.503833 -0.539464 -0.04 -0.02 -0.03
H -4.233284 -0.858044 0.511399 0.01 0.00 0.00
H -3.740108 -1.299066 -1.130992 0.02 0.02 0.00
H -5.403226 -0.764194 -0.833897 0.00 -0.01 0.01
H -5.462267 1.405521 -2.545918 0.00 0.00 -0.04
H -3.951892 0.745092 -3.227510 0.02 -0.01 0.02
H -4.052342 2.458295 -2.796843 0.00 0.01 0.02
H -6.478989 0.805099 0.203199 0.02 -0.01 -0.01
H -7.894832 2.183861 1.633665 0.00 0.00 0.00
H -7.041948 4.333027 2.529050 0.00 0.00 -0.01
H -4.770225 5.082326 1.951869 -0.01 0.00 0.00
H -2.205187 5.369240 2.221870 -0.04 -0.01 0.01
H -0.796356 4.380845 1.776207 0.01 0.02 -0.04
H -2.158742 3.642435 2.651721 0.04 -0.02 -0.02
H -3.343561 6.228395 0.105241 0.01 0.00 0.00
H -3.428163 5.367744 -1.448827 0.01 0.01 0.00
H -1.853072 5.870761 -0.813480 0.03 -0.02 0.01
N -2.357144 0.585474 2.125484 -0.20 -0.05 0.02
C -1.880396 0.000688 2.992167 0.10 0.06 0.01
C -1.254745 -0.697336 4.080144 0.04 -0.02 -0.07
C -0.176861 -0.105258 4.733659 0.04 -0.01 0.00
C 0.434986 -0.781655 5.774988 0.01 -0.01 0.00
C -0.022317 -2.036324 6.154948 0.03 -0.01 0.00
C -1.091245 -2.625124 5.493595 -0.01 -0.01 -0.01
C -1.712483 -1.958981 4.451274 0.00 0.00 0.01
H 0.178739 0.864600 4.413701 0.00 0.00 -0.01
H 1.276174 -0.332169 6.285086 0.00 0.00 0.00
H 0.463666 -2.563665 6.965327 0.00 0.01 0.00
H -1.439948 -3.605953 5.787666 0.00 0.00 0.00
H -2.542161 -2.408519 3.922406 -0.01 0.01 0.00
C 2.360908 3.302555 0.036538 0.03 -0.01 -0.04
C 0.893385 3.008828 -0.265233 -0.01 0.00 0.08
O 0.165057 3.993941 -0.574423 0.00 -0.05 0.00
N 0.577693 1.723505 -0.168537 -0.09 -0.05 -0.09
Te 1.656847 -0.085636 -2.253436 -0.03 -0.15 0.10
C 2.851741 -1.491370 -3.361396 0.03 0.08 -0.14
C 3.995495 -1.042688 -4.035258 0.02 -0.03 -0.02
C 4.483691 0.386393 -4.039655 0.00 0.00 -0.01
C 4.762721 -1.951843 -4.769086 0.01 0.00 0.02
C 4.436191 -3.290892 -4.856219 -0.01 0.00 0.01
C 5.274897 -4.255635 -5.648674 0.01 -0.02 -0.01
C 3.295632 -3.722531 -4.187376 0.02 0.00 -0.02
C 2.501605 -2.852884 -3.454775 -0.03 0.01 0.05
C 1.287743 -3.413419 -2.768194 -0.02 -0.03 0.00
C 1.914617 -1.134380 -0.422098 0.11 0.15 0.08
C 0.871944 -1.795403 0.226965 -0.06 0.06 0.11
C -0.543025 -1.886114 -0.290370 0.04 -0.01 0.00
C 1.118816 -2.412617 1.457733 -0.02 -0.01 -0.05
C 2.362737 -2.384114 2.058703 -0.01 0.02 -0.02
C 2.617130 -3.041685 3.385886 -0.02 -0.08 0.00
C 3.384872 -1.709541 1.401865 0.03 -0.03 0.04
C 3.184983 -1.083073 0.182829 -0.01 0.01 -0.09
C 4.345006 -0.358418 -0.443655 0.01 0.01 -0.01
H 2.452852 4.271336 0.527619 -0.01 -0.01 0.00
H 2.902416 3.357541 -0.911437 0.00 0.01 0.00
H 2.811202 2.520901 0.646275 -0.01 -0.01 -0.01
H 3.938506 1.022941 -3.348302 0.00 -0.01 0.02
H 4.387915 0.814422 -5.039960 -0.02 0.02 0.01
H 5.542158 0.422220 -3.773644 0.00 0.00 -0.02
H 5.647782 -1.587054 -5.281804 0.00 0.00 0.00
H 6.133280 -3.755554 -6.096282 0.00 0.00 0.00
H 4.694925 -4.713211 -6.452524 -0.01 0.00 0.00
H 5.647341 -5.064157 -5.016807 0.00 0.00 0.01
H 3.012024 -4.769016 -4.243551 0.00 0.00 0.00
H 1.073272 -4.419934 -3.128388 0.00 0.01 -0.01
H 0.414140 -2.783360 -2.940139 -0.01 0.01 0.00
H 1.440772 -3.463231 -1.688899 -0.01 -0.01 -0.01
H -0.659374 -1.390652 -1.251935 0.01 0.00 -0.01
H -1.228222 -1.422242 0.425369 0.00 0.01 -0.03
H -0.842606 -2.931290 -0.402681 0.00 -0.02 0.00
H 0.301625 -2.933915 1.949576 0.00 0.00 0.02
H 1.768791 -3.653932 3.691293 -0.02 0.00 0.02
H 2.790856 -2.297508 4.164149 0.00 0.04 0.04
H 3.500224 -3.681637 3.343833 0.00 0.00 0.00
H 4.369222 -1.666218 1.857341 0.00 0.00 0.00
H 5.216585 -0.398303 0.209807 0.00 0.00 0.01
H 4.092743 0.686774 -0.631687 0.00 0.00 0.01
H 4.616099 -0.803002 -1.402821 0.01 0.00 0.01
```
Forces are in eV/Å.

## Properties
* strongest force on any atom: 0.2 eV/A
* highest occupied orbital energy: -6.654 eV
* electronic energy: -74188.27020 eV

Mulliken atomic charge list, values in e, 8 entries:
1 Hg 0.924
2 C -1.440
3 P 1.016
4 C -1.227
5 C 0.274
6 C -0.835
7 C -0.755
8 C -0.770